Below is C2H3ClO2 in the gas phase in a non-equilibrium geometry, with properties calculated with the ωB97M-V functional and the def2-TZVPD basis.

**SMILES**: O[C@@]1(Cl)CO1
**Highest occupied orbital energy**: -10.458 eV
**E_LUMO**: 0.028 hartree
**E**: -18737.921 eV

```
8
Properties=species:S:1:pos:R:3:forces:R:3
C -0.2702 -0.6711 -0.5198 0.19 5.25 0.77
C -0.1876 0.8781 -0.1453 -0.41 -2.70 -0.69
O -1.2515 0.0790 0.2392 -0.10 -0.36 -0.39
O 0.5642 1.4288 0.8232 1.24 -1.95 0.98
Cl -0.4633 2.1569 -1.3062 -0.68 -0.01 -1.01
H -0.4355 -1.0138 -1.4817 -1.36 0.30 -2.19
H 0.3504 -1.3794 -0.1339 1.53 -1.48 2.57
H 0.3544 2.3383 0.9633 -0.41 0.96 -0.04
```
Forces are in eV/Å.



Below is C5H7NO in the gas phase, with properties calculated with the ωB97M-V functional and the def2-TZVPD basis.

**Highest occupied orbital energy (alpha / beta)**: -8.229 / -8.234 eV
**E_LUMO (alpha / beta)**: -0.027 / -0.027 hartree
**E**: -8832.589 eV

```
14
Properties=species:S:1:pos:R:3:forces:R:3
C -0.0585 -0.1009 -1.8990 -0.03 -0.04 -0.02
C -0.0990 -0.0653 -0.4147 -0.02 -0.11 0.12
C -1.1065 -0.5482 0.4210 -0.25 0.16 -0.30
N -0.9279 -0.2622 1.8318 0.17 0.22 0.09
C 0.2634 0.4353 1.9046 0.03 0.00 0.19
O 0.7519 0.9231 2.9060 -0.09 -0.15 -0.29
C 0.9059 0.5472 0.4935 -0.02 0.01 0.01
H -0.0535 0.9252 -2.2900 0.01 -0.13 0.06
H -0.9275 -0.6179 -2.3161 0.13 0.06 0.09
H 0.8541 -0.5820 -2.2694 -0.10 0.07 0.08
H -2.0765 -0.9033 0.0778 0.16 0.05 0.04
H -0.4881 -1.4257 0.8507 0.19 -0.11 -0.08
H 1.8940 0.0703 0.4574 -0.13 0.07 0.00
H 1.0682 1.6044 0.2464 -0.04 -0.10 0.03
```
Forces are in eV/Å.



Below is a gas-phase ion, C4H12N3O2 (charge +1) in a non-equilibrium geometry, with properties calculated with the ωB97M-V functional and the def2-TZVPD basis.

**Expectation value of S²**: 2.007
**Highest occupied orbital energy (alpha / beta)**: -8.228 / -13.704 eV
**E_LUMO (alpha / beta)**: -0.117 / -0.306 hartree
**Spin multiplicity**: 3
**Total charge**: +1
**E**: -12895.764 eV

```
21
Properties=species:S:1:pos:R:3:forces:R:3
C 0.1019 -0.8726 -1.5806 -1.34 -0.98 0.70
C -0.3997 -0.5346 0.8241 -0.74 1.06 0.17
C 0.5653 0.0175 -0.3662 0.86 2.28 1.18
C -0.5029 0.4588 1.9220 1.15 -5.37 -2.24
N 1.9013 -0.0754 -0.0844 1.63 -4.44 -0.84
N -1.2718 1.4967 1.7219 -1.75 3.76 1.54
N -1.2559 -0.6628 -1.8971 0.24 -2.69 -0.94
O 0.4531 1.4393 -0.5169 -3.20 -1.87 1.36
O 0.3362 0.2935 2.9222 2.59 -1.49 2.94
H 0.8197 -0.6536 -2.2946 1.15 0.85 -1.98
H 0.3374 -1.8752 -1.2490 -0.44 -0.49 -0.08
H -0.1265 -1.5670 1.1769 0.04 0.93 -0.60
H -1.3086 -0.5478 0.1974 -0.16 -0.35 0.59
H 2.3127 -1.0624 -0.1603 -0.82 1.50 0.82
H 2.4243 0.4314 -0.7709 0.89 1.05 0.23
H -1.2240 2.3180 2.3468 -0.15 -0.87 -0.76
H -1.6541 1.6124 0.8106 -0.07 0.41 -0.22
H -1.3895 0.1846 -2.3614 -0.42 1.72 -0.77
H -1.7463 -1.4313 -2.4527 0.89 1.15 1.53
H 0.9351 1.7089 -1.2570 1.21 0.86 -2.00
H 0.6924 -0.6783 3.0694 -1.54 2.98 -0.63
```
Forces are in eV/Å.



Below is O2S2 in the gas phase in a non-equilibrium geometry, with properties calculated with the ωB97M-V functional and the def2-TZVPD basis.

**Highest occupied orbital energy (alpha / beta)**: -9.659 / -9.541 eV
**E_LUMO (alpha / beta)**: -0.055 / -0.058 hartree
**E**: -25762.957 eV

```
4
Properties=species:S:1:pos:R:3:forces:R:3
O -1.7953 0.5967 -0.0028 -2.38 1.99 -0.01
O 2.0271 -0.3525 0.0028 3.20 -2.01 0.01
S -1.0044 -0.6070 0.0031 2.76 -0.88 0.00
S 0.8864 0.4884 -0.0034 -3.58 0.90 -0.01
```
Forces are in eV/Å.



Below is a molecular structure, C36H39N2O in a non-equilibrium geometry, with properties calculated with the ωB97M-V functional and the def2-TZVPD basis.

**Highest occupied orbital energy**: -8.908 eV
**E_LUMO**: -0.190 hartree
**Total charge**: +1
**E**: -42980.949 eV

```
78
Properties=species:S:1:pos:R:3:forces:R:3
C -4.6185 5.4803 -0.0809 -0.25 0.11 -0.04
C -3.3078 4.9365 0.4004 0.36 0.10 0.26
C -2.7598 3.7816 -0.1681 0.51 -0.03 0.24
C -1.5272 3.2758 0.2778 -0.53 0.86 0.41
C -0.9561 1.9836 -0.0915 0.46 -1.68 -0.45
C -0.8324 4.0241 1.2535 -1.11 0.49 -0.28
N 0.4317 3.5357 1.6136 1.91 -1.52 -0.26
C 1.2193 2.8108 0.6750 0.18 -0.43 5.73
N 2.1161 2.0548 1.4910 -1.74 1.30 -0.27
C 3.3972 1.7175 1.0112 0.76 -0.10 -0.27
C 3.9638 2.6069 0.0703 0.66 -0.77 0.41
C 3.1924 3.7943 -0.3348 -0.39 1.35 -0.26
C 5.2745 2.3504 -0.3602 -0.45 -0.28 0.19
C 5.9786 1.2348 0.1102 -0.28 0.08 0.25
C 7.3513 0.9192 -0.4032 0.30 -0.06 -0.03
C 5.3994 0.4171 1.0859 0.00 0.30 -0.35
C 4.1091 0.6418 1.5606 -0.08 0.50 -0.47
C 3.5490 -0.2351 2.6346 0.09 -0.48 0.22
C 1.8459 2.3179 2.8360 -0.34 0.74 0.26
C 0.8307 3.2093 2.9053 0.55 -0.83 0.18
C -1.3916 5.1329 1.8980 0.08 -0.37 -0.58
C -0.7096 5.8360 3.0292 -0.02 0.47 0.25
C -2.6361 5.5754 1.4489 -0.18 -0.28 -0.31
H -4.8591 6.3993 0.4613 -0.07 -0.12 -0.15
H -4.5894 5.7083 -1.1531 -0.01 -0.04 0.15
H -5.4323 4.7644 0.0828 0.12 0.11 -0.04
H -3.3137 3.2560 -0.9481 0.14 0.04 0.25
H 0.4892 2.1608 -0.0001 -2.60 -0.41 -1.72
H -1.0967 1.2153 0.6901 -0.17 0.29 -0.29
H -1.2625 1.5985 -1.0653 -0.15 -0.02 0.18
H 3.2891 4.0352 -1.3972 -0.03 0.02 0.13
H 1.9146 3.5363 -0.0459 2.61 1.03 -2.02
H 3.4429 4.6812 0.2703 0.05 -0.22 -0.23
H 5.7475 3.0191 -1.0851 -0.17 -0.16 0.21
H 7.6825 -0.0479 -0.0098 0.05 0.21 -0.15
H 7.3666 0.8668 -1.5002 0.02 0.01 0.21
H 8.0805 1.6812 -0.0966 -0.14 -0.16 -0.09
H 5.9646 -0.4219 1.4883 -0.07 0.12 -0.11
H 4.0592 -1.2025 2.5926 -0.17 0.09 0.07
H 3.7467 0.1721 3.6363 -0.09 -0.05 -0.22
H 2.4740 -0.4097 2.5354 0.13 0.10 0.01
H 2.4253 1.9116 3.6510 -0.08 -0.01 -0.24
H 0.3650 3.5861 3.7997 -0.05 0.08 -0.21
H -1.1539 6.8317 3.1417 0.19 -0.17 0.04
H -0.8591 5.3158 3.9875 0.06 0.13 -0.27
H 0.3668 5.9567 2.8638 -0.17 -0.06 0.05
H -3.0907 6.4450 1.9274 0.11 -0.21 -0.14
C -3.0141 7.1262 -4.4030 -0.03 -0.10 0.14
O -3.1763 5.7318 -4.0815 1.10 -0.48 -0.18
C -2.0703 4.9791 -3.8383 -0.17 0.39 0.04
C -2.2694 3.5774 -3.8032 -0.04 0.42 0.10
C -1.2586 2.7583 -3.3721 0.21 -0.25 0.42
C 0.0195 3.2769 -3.0215 -0.01 0.77 0.57
C 1.0670 2.4026 -2.5719 -0.33 -0.90 -3.09
C 2.3141 2.3181 -3.2547 0.41 0.23 0.51
C 3.2050 1.2528 -2.9265 -0.12 0.15 0.39
C 4.5049 1.2442 -3.3850 -0.01 -0.23 0.04
C 4.9847 2.2848 -4.1956 -0.08 -0.35 0.15
C 6.4254 2.3238 -4.5893 0.34 0.16 -0.03
C 4.0824 3.2474 -4.6652 -0.44 0.23 0.02
C 2.7634 3.2472 -4.2494 0.10 0.16 0.26
C 0.2287 4.6720 -3.1638 0.03 -0.15 -0.44
C -0.7831 5.5165 -3.5903 -0.47 0.04 -0.05
H -4.0328 7.4730 -4.5788 0.23 0.07 0.02
H -2.5651 7.6768 -3.5641 -0.16 -0.15 -0.20
H -2.4107 7.2635 -5.3125 -0.15 -0.14 0.27
H -3.2468 3.1834 -4.0786 0.26 0.09 0.06
H -1.4071 1.6770 -3.3443 -0.06 0.32 0.06
H 0.7581 1.5114 -2.0266 0.15 0.23 0.22
H 2.8338 0.4602 -2.2707 0.26 0.28 -0.08
H 5.1877 0.4433 -3.0848 -0.28 0.28 -0.09
H 6.7191 3.3271 -4.9185 -0.09 -0.24 -0.01
H 7.0776 2.0472 -3.7490 -0.23 -0.03 -0.21
H 6.6219 1.6198 -5.4116 -0.05 0.16 0.20
H 4.4399 4.0170 -5.3530 -0.19 -0.28 0.13
H 2.0700 3.9720 -4.6731 0.19 -0.18 0.17
H 1.2166 5.0797 -2.9486 -0.33 -0.02 0.15
H -0.6063 6.5905 -3.7142 -0.03 -0.54 0.21
```
Forces are in eV/Å.